# C10H16

A cluster of 2 separate species, C10H16 in total (wB97M-V/def2-TZVPD, the Open Molecules 2025 dataset).

The geometry in XYZ format:
```
26
Properties=species:S:1:pos:R:3:nbo_charge:R:1
C -1.27408 1.54630 2.37107 -0.64
C -1.03824 1.30078 0.90956 0.00
C -1.82409 0.46990 0.10278 -0.24
C -1.27237 0.24958 -1.25904 -0.18
C -0.25620 0.94301 -1.82471 -0.27
C 0.41710 1.75353 -0.92242 -0.18
C 0.02824 2.00694 0.37940 -0.24
H -0.34954 1.87962 2.82649 0.22
H -1.87230 0.84174 2.84485 0.22
H -1.92472 2.48171 2.48592 0.21
H -2.71407 -0.06578 0.31255 0.22
H -1.86902 -0.53037 -1.81487 0.21
H 0.10443 0.84042 -2.82731 0.23
H 1.26169 2.36681 -1.22713 0.21
H 0.53306 2.79264 1.01818 0.22
C 2.72609 -1.90210 0.17857 -0.62
C 1.13776 -1.84954 0.14435 -0.41
C 0.52007 -3.12495 -0.47726 -0.62
H 3.22596 -2.24294 -0.79630 0.20
H 3.09219 -2.80435 0.62942 0.21
H 3.14970 -0.96338 0.38626 0.21
H 0.74277 -1.80267 1.18132 0.19
H 0.72113 -0.93854 -0.28344 0.22
H 0.32228 -3.94039 0.10022 0.21
H -0.44995 -2.97550 -0.93106 0.21
H 1.04074 -3.29970 -1.51900 0.20
```

For the HOMO energy, the calculation gives -9.1 eV. Its energy relative to the best compared isomer or geometry (same formula, charge and spin) is 199.3 kJ/mol. As for the multiplicity: 1.